Density functional theory data (wB97M-V/def2-TZVPD) for a cluster of 11 separate species, C6H35NO11 in total in a non-equilibrium geometry.

Molar mass: 297.34 g mol⁻¹
HOMO-LUMO gap: 9.02 eV
Highest occupied orbital energy: -9.309 eV
SMILES: CCCN[C@@H](C)CO.O.O.O.O.O.O.O.O.O.O
Total charge: 0
Energy relative to the best compared isomer or geometry (same formula, charge and spin): 6.796 eV

Cartesian coordinates (Å):
C  -3.14179  -2.82289  -1.20740
C  -2.78576  -2.32191  0.17744
C  -1.34270  -1.90614  0.09524
N  -0.98756  -0.99891  -1.00369
C  0.28645  -1.38142  -1.56835
C  0.38086  -2.70037  -2.25640
C  0.78182  -0.34594  -2.59087
O  0.59115  0.86708  -1.94610
H  -2.60034  -2.14633  -1.93766
H  -4.23936  -2.65381  -1.41722
H  -2.94246  -3.90129  -1.33509
H  -3.34117  -1.43682  0.55493
H  -2.76275  -3.15467  1.04645
H  -1.13292  -1.31279  1.07497
H  -0.54889  -2.74342  0.29807
H  -1.49651  -0.87524  -1.84140
H  1.07530  -1.31336  -0.67449
H  1.37959  -2.68976  -2.77708
H  0.31284  -3.47463  -1.52945
H  -0.49230  -2.75043  -3.00515
H  0.09982  -0.27436  -3.42917
H  1.80925  -0.19287  -2.89820
H  -0.15032  0.92243  -1.43057
O  0.81378  0.47441  4.62450
H  0.94893  1.29035  4.03184
H  0.07361  0.66256  5.29498
O  0.35515  3.12872  2.94549
H  0.22347  2.73532  2.02687
H  1.01641  3.81075  2.84552
O  -3.96127  1.22717  -0.42105
H  -3.53648  0.87069  -1.35126
H  -3.09816  1.20860  -0.00025
O  3.74453  2.26319  0.87152
H  4.21295  1.40390  0.81635
H  4.05129  2.78564  -0.02549
O  3.48236  -1.08794  -1.70293
H  3.77798  -0.61837  -2.42317
H  4.17443  -1.09018  -1.13678
O  -1.21227  1.43737  0.68138
H  -0.70744  0.56080  0.60131
H  -0.68963  1.97997  1.26967
O  -3.19741  2.07028  3.13428
H  -2.40946  1.91467  3.11159
H  -3.68378  1.62268  2.46890
O  1.51802  1.16429  0.41889
H  1.30454  1.25454  -0.59378
H  2.43372  1.28027  0.71461
O  2.81564  3.42495  -1.54632
H  2.12341  2.77227  -1.30353
H  2.90170  3.29105  -2.53021
O  1.19652  -1.08932  2.30097
H  1.02414  -0.48369  2.93861
H  1.55103  -0.65706  1.53868

***

Density functional theory data (wB97M-V/def2-TZVPD) for a cluster of 12 separate species, C6H36N12O12 in total in a non-equilibrium geometry.

Molar mass: 468.43 g mol⁻¹
HOMO-LUMO gap: 9.21 eV
Highest occupied orbital energy: -9.216 eV
SMILES: NC(N)=O.NC(N)=O.NC(N)=O.NC(N)=O.NC(N)=O.NC(N)=O.O.O.O.O.O.O
Total charge: 0
Energy relative to the best compared isomer or geometry (same formula, charge and spin): 1.463 eV

Cartesian coordinates (Å):
N  -4.07402  1.23634  1.30158
C  -4.49815  0.07090  1.37035
N  -5.03433  -0.29347  0.24897
O  -4.30794  -0.73661  2.27713
H  -4.39788  1.73684  0.48628
H  -3.61821  1.73113  2.05492
H  -5.41813  -1.22700  0.21274
H  -5.13626  0.33508  -0.53502
N  2.74888  2.41036  1.70712
C  2.56168  2.91916  2.89326
N  2.01994  2.01746  3.63689
O  3.09095  3.94054  3.31392
H  2.47537  1.49605  1.37647
H  3.26472  2.98648  1.05744
H  1.92616  1.11609  3.19097
H  1.73667  2.13392  4.59933
N  -0.35168  -5.21146  1.59963
C  -0.35683  -4.04590  1.03116
N  0.47505  -3.21685  1.60587
O  -0.92380  -3.82875  0.05341
H  0.03791  -5.20909  2.53146
H  -0.96434  -5.91552  1.21355
H  1.06546  -3.63583  2.31013
H  0.65997  -2.33683  1.14602
N  -0.93319  0.72892  0.52004
C  -0.00386  -0.10749  0.17987
N  -0.20543  -0.65118  -0.97904
O  0.99549  -0.36654  0.87105
H  -1.86414  0.39111  0.32176
H  -0.72608  1.01114  1.46743
H  -1.06295  -0.57396  -1.50704
H  0.34712  -1.43866  -1.28673
N  4.11236  1.63209  -2.47540
C  2.81456  1.60320  -2.35028
N  2.43879  0.38228  -1.95156
O  2.06768  2.51103  -2.66809
H  4.57345  2.33177  -3.03927
H  4.68401  1.10147  -1.83372
H  1.45029  0.24337  -1.79771
H  3.06681  -0.40134  -1.84378
N  -1.72661  2.30783  -3.94681
C  -1.87652  1.92133  -2.65735
N  -0.80467  2.30445  -2.02077
O  -2.83478  1.21516  -2.23003
H  -0.91939  2.89553  -4.09880
H  -2.50406  2.11052  -4.56059
H  -0.75703  1.88749  -1.10209
H  0.00848  2.55046  -2.56701
O  3.67190  -1.34076  1.32918
H  2.74879  -1.43797  1.56296
H  4.13063  -1.95475  1.90262
O  0.58458  -3.29988  -2.34065
H  -0.04236  -3.39255  -3.05800
H  0.11884  -3.62716  -1.57110
O  -1.03609  0.85597  3.73448
H  -1.26945  -0.06643  3.62984
H  -0.23134  0.84265  4.25259
O  -0.76535  4.68342  1.75437
H  -0.97818  3.79875  2.05152
H  -1.47191  5.22907  2.09974
O  3.18734  -2.59665  -2.58126
H  2.25821  -2.82581  -2.60218
H  3.47629  -2.84593  -1.70342
O  -2.22489  -2.18788  -2.62700
H  -2.61384  -1.38177  -2.96632
H  -2.86460  -2.51538  -1.99475

***

Density functional theory data (wB97M-V/def2-TZVPD) for a cluster of 14 separate species, C6H36O14 in total in a non-equilibrium geometry.

Molar mass: 332.34 g mol⁻¹
HOMO-LUMO gap: 9.92 eV
Highest occupied orbital energy: -9.736 eV
Total charge: 0
Energy relative to the best compared isomer or geometry (same formula, charge and spin): 6.274 eV

Cartesian coordinates (Å):
O  1.15427  0.42786  -4.93779
C  0.35075  1.15880  -4.51797
C  -0.97767  0.54533  -4.06038
C  -1.52108  1.46122  -2.95517
C  -0.78915  1.07629  -1.60261
C  -0.84190  -1.41702  -1.15978
C  -1.36078  -0.17581  -1.06776
H  0.26396  2.18585  -4.62155
H  -1.70862  0.25063  -4.82691
H  -0.80483  -0.49909  -3.79565
H  -2.62479  1.25269  -2.90843
H  -1.57364  2.51814  -3.09958
H  0.31768  1.00438  -1.96210
H  -0.77002  1.84642  -0.86483
H  0.15168  -1.66883  -1.16443
H  -1.61388  -2.24770  -0.90689
H  -2.38857  -0.14418  -0.60980
H  3.03365  -2.02979  -1.78972
H  1.69200  -1.89381  -1.43002
O  2.56686  -2.28548  -1.11849
H  0.30742  -0.44412  5.03173
H  0.55187  1.19565  5.29607
O  -0.05373  0.43661  5.37059
H  1.11683  -0.76419  2.14635
H  1.95809  0.23524  3.15311
O  1.69184  -0.70666  3.01948
H  3.11081  0.36327  -0.27478
H  1.93431  0.24543  -1.11532
O  2.29993  0.93626  -0.50944
H  1.23299  2.57263  -0.01142
H  0.73958  3.91889  -0.47316
O  0.59570  3.26664  0.07860
H  3.62186  -1.82367  0.46862
H  3.18570  -1.12513  1.96219
O  3.79243  -1.14192  1.14840
H  -3.00758  -4.21912  1.58525
H  -3.73009  -2.80513  1.32140
O  -2.98930  -3.36564  0.99128
H  -2.78551  -1.14774  4.14825
H  -1.36442  -0.75924  3.84667
O  -1.88594  -1.42728  4.23695
H  0.64884  -2.53821  -3.61586
H  0.99437  -0.99614  -3.98566
O  1.09472  -1.73430  -3.31047
H  -1.17077  1.29003  4.44302
H  -2.41674  1.98440  3.92518
O  -1.73373  1.44581  3.58157
H  -0.12656  3.52829  1.63326
H  -0.95146  2.69559  2.71607
O  -0.12673  3.30336  2.51816
H  -1.15063  -3.67094  -2.38326
H  -1.89639  -2.98651  -3.44043
O  -1.56266  -3.94843  -3.24813
H  1.05410  2.29005  2.77004
H  2.65312  2.55783  3.06204
O  1.81180  1.97244  3.31348

***

Density functional theory data (wB97M-V/def2-TZVPD) for a cluster of 12 separate species, C6H37NO12 in total in a non-equilibrium geometry.

Molar mass: 315.36 g mol⁻¹
HOMO-LUMO gap: 8.90 eV
Highest occupied orbital energy: -9.002 eV
SMILES: CCN[C@@H](C)CCO.O.O.O.O.O.O.O.O.O.O.O
Total charge: 0
Energy relative to the best compared isomer or geometry (same formula, charge and spin): 0.520 eV

Cartesian coordinates (Å):
C  -0.66813  -2.53966  -2.75678
C  -1.32860  -1.77592  -1.62884
N  -0.55443  -0.57317  -1.28212
C  -0.62607  -0.13480  0.12288
C  -2.08346  -0.06617  0.56900
C  0.23225  -0.97515  1.10000
C  1.69356  -1.00125  0.68615
O  2.48049  -1.16362  1.90220
H  -1.35149  -3.23359  -3.25121
H  0.23721  -3.09392  -2.46840
H  -0.35505  -1.86535  -3.55038
H  -1.54507  -2.43274  -0.76555
H  -2.31320  -1.39308  -1.96314
H  0.39477  -0.68313  -1.63055
H  -0.20098  0.87252  0.16015
H  -2.67837  0.46609  -0.17844
H  -2.49021  -1.04890  0.77083
H  -2.17411  0.58566  1.45110
H  0.15870  -0.50034  2.11106
H  -0.19458  -1.96217  1.21016
H  2.00809  -0.06043  0.23177
H  1.94581  -1.81463  0.00939
H  3.39442  -1.33561  1.64940
O  1.33470  3.12296  -0.42198
H  0.45568  3.16132  0.05015
H  1.98222  2.72224  0.16971
O  0.21491  -4.77612  0.90083
H  0.29594  -4.17194  0.15058
H  1.08908  -4.86895  1.29110
O  -1.24645  -1.13293  3.95990
H  -1.70093  -1.43764  4.75257
H  -1.29673  -1.95170  3.42236
O  0.19987  3.26557  -2.94823
H  0.73749  3.28964  -2.12383
H  -0.66738  2.92520  -2.64039
O  -1.00417  3.08832  0.94616
H  -1.22700  3.95099  1.31655
H  -0.84550  2.57208  1.78990
O  -0.44121  1.69061  3.26400
H  0.52292  1.55860  3.16062
H  -0.84661  0.81573  3.43117
O  2.50644  0.75236  -3.55988
H  1.90820  0.84330  -4.31750
H  2.37330  1.57133  -3.06750
O  -1.98804  2.09331  -1.81155
H  -1.77914  2.18043  -0.86880
H  -1.71811  1.17331  -2.00050
O  -1.59903  -3.80846  2.61815
H  -2.40931  -4.30351  2.45859
H  -0.95454  -4.24354  1.99740
O  2.15422  1.32044  2.74312
H  2.70929  1.52306  3.50357
H  2.29542  0.37748  2.48417
O  0.50082  1.56803  -5.14681
H  0.38098  2.18941  -4.38574
H  0.46686  2.12629  -5.93266

***

Density functional theory data (wB97M-V/def2-TZVPD) for a cluster of 14 separate species, C6H38NO14 in total in a non-equilibrium geometry.

Molar mass: 348.36 g mol⁻¹
HOMO-LUMO gap: 9.31 eV
Highest occupied orbital energy: -12.158 eV
Total charge: +1
Energy relative to the best compared isomer or geometry (same formula, charge and spin): 6.615 eV

Cartesian coordinates (Å):
C  3.50925  1.16383  1.24650
O  2.26676  1.80817  1.49267
C  3.88154  1.07845  -0.28710
C  3.32875  -0.19677  -0.93305
C  2.19893  -0.91820  -0.29556
C  1.03313  -0.24169  -0.15607
N  0.16015  -0.92414  0.76659
C  -0.86096  -0.38974  1.32611
H  4.25290  1.60369  1.92998
H  3.36514  0.08496  1.45142
H  2.26079  2.72780  1.20738
H  4.95516  1.16682  -0.40948
H  3.48116  1.99971  -0.60413
H  2.91109  0.34067  -1.86601
H  4.09172  -0.77235  -1.39914
H  2.32991  -2.00143  -0.05138
H  0.72762  0.70331  -0.45609
H  0.62456  -1.77853  1.17346
H  -1.27646  -0.94748  2.22956
H  -1.49909  0.45197  1.24800
H  0.93187  -0.13868  3.59097
H  1.25577  -1.02619  4.90720
O  1.09299  -1.00064  3.95726
H  -2.04941  -0.24621  4.96483
H  -1.96413  1.03092  4.12801
O  -2.57690  0.37665  4.49137
H  -2.15764  1.77082  -1.96959
H  -2.77273  3.18473  -1.51249
O  -2.08574  2.54686  -1.33774
H  -0.55075  2.77264  -0.30274
H  -0.16473  4.21209  -0.44571
O  0.22839  3.35570  -0.25947
H  -0.01593  2.37051  2.91308
H  1.26105  1.92848  3.26905
O  0.36977  1.55276  3.26389
H  0.25617  1.87336  -3.82476
H  -1.02354  2.56374  -4.27800
O  -0.48009  1.79742  -4.42746
H  -0.42715  -3.88617  0.15323
H  -1.08121  -2.57783  -0.51682
O  -0.91629  -3.03416  0.33061
H  -0.93527  -0.27819  -5.03897
H  -0.41549  -1.38099  -3.96769
O  -0.50158  -1.11805  -4.87866
H  -3.18324  -3.35045  1.24720
H  -2.39619  -2.33205  1.01159
O  -3.18752  -2.44632  1.59911
H  -2.57797  -1.96491  -2.11345
H  -1.99617  -0.53060  -2.00513
O  -1.84165  -1.45223  -1.69825
H  -2.05696  0.99370  -4.25135
H  -3.51540  1.39222  -3.77079
O  -2.69009  0.93608  -3.48870
H  2.62195  -4.54501  1.13296
H  2.59497  -4.51597  -0.46725
O  2.26440  -4.12157  0.33256
H  -3.96288  -0.60552  0.79398
H  -3.77077  0.79870  0.15417
O  -3.32195  0.13529  0.70031

***

Density functional theory data (wB97M-V/def2-TZVPD) for a cluster of 12 separate species, C6H39N2O11 in total in a non-equilibrium geometry.

Molar mass: 315.38 g mol⁻¹
HOMO-LUMO gap: 8.33 eV
Highest occupied orbital energy: -10.919 eV
Total charge: +1
Energy relative to the best compared isomer or geometry (same formula, charge and spin): 4.390 eV

Cartesian coordinates (Å):
N  0.57640  0.97353  1.35233
C  0.31583  1.67722  0.06181
C  -0.63206  0.77117  -0.79969
N  -0.93339  1.43355  -2.06792
C  -1.51339  2.73295  -1.75802
C  -2.68453  -0.20075  -2.52701
C  -1.56617  0.65884  -3.13920
C  -0.54639  -0.35425  -3.65396
H  -0.33219  0.97062  1.84654
H  1.07160  0.08113  1.15810
H  1.23550  1.52811  1.89112
H  1.25807  1.79415  -0.46190
H  -0.06958  2.67054  0.31441
H  -0.03998  -0.13291  -0.90556
H  -1.46401  0.51100  -0.12834
H  -0.75827  3.48599  -1.47312
H  -1.84253  3.19499  -2.71434
H  -2.45939  2.76040  -1.21195
H  -2.33257  -1.14917  -2.19083
H  -3.22193  0.27659  -1.68378
H  -3.48753  -0.31799  -3.35859
H  -1.91502  1.36122  -3.92158
H  -0.48781  -1.26727  -3.04920
H  0.51133  -0.03519  -3.51089
H  -0.68731  -0.67128  -4.69210
H  -2.42805  -1.09669  1.47425
H  -3.28071  -1.79122  2.60890
O  -2.60097  -1.14431  2.41758
H  2.30907  -2.22583  -3.07768
H  2.67428  -3.57268  -2.54764
O  2.37453  -2.70776  -2.24364
H  1.91843  -1.68118  -0.77781
H  1.67773  -1.94799  0.66793
O  1.77184  -1.19158  0.05899
H  -3.72063  1.06042  0.52156
H  -2.69599  0.72582  1.69387
O  -3.00548  1.38779  1.07072
H  3.45032  -0.14423  1.70469
H  4.01999  1.18842  1.45764
O  3.15747  0.77597  1.62503
H  0.45441  3.18224  -3.13172
H  1.83290  2.20520  -3.10075
O  1.39104  3.04688  -3.03983
H  -3.07595  -3.32866  -0.16944
H  -2.99335  -3.10763  1.33282
O  -3.25599  -2.67185  0.51448
H  3.55381  -0.94126  -0.14954
H  4.73679  -0.58783  -1.18881
O  4.48433  -1.07821  -0.40394
H  -0.40516  -1.86998  4.18479
H  0.83926  -1.09777  3.73030
O  -0.06012  -1.33978  3.45900
H  3.24694  -2.36377  2.69209
H  1.65884  -2.79267  3.00191
O  2.30614  -2.21441  2.60048
H  -1.62229  2.01553  4.05477
H  -1.11198  0.70329  4.46646
O  -0.85355  1.43250  3.88801